# 1
This record from OMol25 describes one molecule with the formula C2H2ClFO in a non-equilibrium geometry. The level of theory is ωB97M-V with the def2-TZVPD basis set.

Each line ends with the natural charge from an NBO analysis.
Element x y z (Å)
Cl  0.535  0.559  1.675  0.0532
F  -1.862  -0.141  0.529  -0.3639
O  0.692  -1.618  -0.176  -0.4542
C  0.436  -0.503  -0.655  0.3520
C  -0.418  0.387  0.259  0.0746
H  1.026  -0.020  -1.455  0.1552
H  -0.408  1.335  -0.177  0.1832

Cartesian forces (eV/Å) of the 6 atoms listed first:
Cl -0.221 0.041 1.102
F 4.232 1.484 -0.820
O -0.504 2.303 -2.528
C 0.579 -3.492 3.258
C -2.249 -1.730 -0.284
H -0.486 -0.243 -0.183

Computed properties:
* SMILES: O=C[C@@H](F)Cl
* Kohn-Sham gap: 10.361 eV
* HOMO: -10.9 eV
* LUMO: -0.018 hartree
* F_max: 4.81 eV Å⁻¹

---

# 2
This record from OMol25 describes a 5-piece molecular cluster, C4H16BrO6 overall in a non-equilibrium geometry. The level of theory is ωB97M-V with the def2-TZVPD basis set.

Each line ends with the natural charge from an NBO analysis.
Element x y z (Å)
Br  1.932  0.792  0.803  -0.9187
O  -1.176  -2.871  1.368  -0.7327
O  1.046  3.059  3.291  -0.9682
O  0.800  2.622  -1.941  -0.7385
O  -0.506  -0.541  2.784  -0.7553
O  1.769  -2.498  0.244  -0.9851
O  -0.304  -0.521  -3.517  -0.7362
C  -1.666  -0.528  1.977  -0.0850
C  -0.100  0.388  -2.421  -0.0992
C  -1.699  -1.643  0.927  -0.0888
C  0.380  1.723  -2.945  -0.0698
H  -0.420  2.233  -3.495  0.1582
H  1.359  2.421  3.939  0.4623
H  0.274  -0.318  2.248  0.4962
H  -0.276  -2.738  1.679  0.4923
H  1.346  2.129  -1.304  0.4976
H  2.082  -2.629  -0.655  0.4622
H  0.609  -0.007  -1.687  0.1931
H  -2.482  -0.646  2.693  0.1598
H  -2.678  -1.711  0.449  0.1622
H  -1.052  -1.334  0.085  0.1551
H  1.405  2.724  2.454  0.4970
H  2.033  -1.583  0.462  0.5003
H  1.174  1.596  -3.698  0.1492
H  -1.720  0.432  1.452  0.1695
H  -1.071  -1.048  -3.287  0.4658
H  -1.058  0.497  -1.903  0.1568

Cartesian forces (eV/Å) of the 6 atoms listed first:
Br 0.086 0.008 -0.027
O -1.169 -0.668 0.306
O 0.137 0.223 0.012
O -0.043 -0.295 0.118
O 0.157 -0.452 -0.029
O 0.113 -0.021 0.131

Computed properties:
* Kohn-Sham gap: 8.664 eV
* total charge: -1
* HOMO: -5.6 eV
* LUMO: 0.113 hartree
* F_max: 2.06 eV Å⁻¹

---

# 3
This record from OMol25 describes C64H52Cl5GeN10O3RbSSi as an isolated structure in a non-equilibrium geometry. The level of theory is ωB97M-V with the def2-TZVPD basis set.

Each line ends with the Löwdin charge.
Element x y z (Å)
Rb  0.587  0.558  0.541  0.6890
Ge  -0.057  -2.513  -1.508  1.0743
Cl  1.824  0.000  3.125  0.6869
Cl  6.657  -2.020  4.435  0.6524
Cl  4.659  -2.819  -0.514  0.7693
Cl  6.937  -3.149  1.545  0.6737
Cl  4.089  -0.417  5.203  0.6820
S  0.456  1.854  -7.810  1.0308
Si  -1.497  3.611  -0.770  0.5222
O  -6.225  -2.453  5.171  0.0813
O  -7.005  -2.093  3.204  0.0749
O  2.248  -1.394  0.593  -0.3414
N  -0.781  1.109  -7.089  -0.2085
N  4.384  3.998  1.258  0.0660
N  -1.050  -1.426  -2.976  0.0450
N  1.622  1.548  -6.737  -0.2079
N  1.504  -0.859  -2.526  0.0814
N  -2.659  -0.936  0.618  0.1492
N  -6.081  -2.242  3.982  -0.3352
N  -1.529  2.339  1.829  -0.2349
N  3.107  2.298  0.704  0.0227
N  -0.776  -2.177  2.114  0.1256
C  2.750  -0.552  -2.215  -0.0946
C  -2.248  -4.201  -0.385  -0.0990
C  -4.785  6.352  -2.787  -0.1109
C  -3.453  6.741  -2.804  -0.0989
C  1.426  -3.727  -1.852  -0.3044
C  1.222  6.649  0.219  -0.0989
C  -3.554  -0.325  -0.125  -0.1293
C  -0.330  2.576  4.007  -0.1967
C  3.570  0.208  -3.053  0.0076
C  -2.821  4.768  -1.529  -0.2255
C  -5.342  -0.863  1.361  0.0120
C  -2.806  -5.524  -2.753  -0.0819
C  2.772  -5.438  -0.815  -0.1088
C  -3.121  -0.983  -4.072  0.0027
C  4.238  -1.096  3.624  -0.7038
C  -3.563  -5.793  -1.619  -0.0865
C  -2.489  5.960  -2.180  -0.0948
C  -0.313  0.593  -5.967  -0.2954
C  -3.738  -2.629  4.260  0.0718
C  0.143  5.773  0.241  -0.1126
C  -0.079  -3.214  4.162  -0.0192
C  -1.788  -4.585  -2.697  -0.1232
C  1.743  0.364  -4.575  -0.0723
C  2.164  5.419  -1.615  -0.0969
C  -3.062  -1.515  1.763  -0.1772
C  5.392  -1.795  3.284  -0.7308
C  1.083  4.548  -1.581  -0.0964
C  3.212  -0.940  2.705  -0.5935
C  -2.380  -2.641  3.845  -0.1275
C  -3.271  -5.142  -0.430  -0.0747
C  -1.509  -3.886  -1.520  -0.3020
C  -1.632  2.891  4.747  -0.1746
C  -5.141  5.174  -2.145  -0.1044
C  -4.709  -2.122  3.469  -0.0673
C  0.046  4.706  -0.657  -0.2521
C  -2.468  -0.317  -5.086  0.0480
C  2.769  -5.196  -3.206  -0.0834
C  -2.854  2.377  3.955  -0.1524
C  -2.264  3.259  0.955  -0.2374
C  -4.409  -1.514  2.192  -0.0605
C  -1.356  -3.181  4.647  0.0083
C  4.462  -2.170  1.080  -0.5731
C  1.002  -0.410  -3.680  -0.1510
C  3.214  -5.848  -2.065  -0.0901
C  1.872  -4.141  -3.101  -0.1103
C  4.413  1.873  0.797  -0.1480
C  -0.407  -0.686  -3.902  -0.1076
C  3.236  -1.502  1.392  -0.5399
C  5.222  2.916  1.135  -0.0930
C  -2.033  -2.127  2.587  -0.1726
C  -4.169  4.399  -1.529  -0.1104
C  -1.174  2.103  -1.691  -0.2815
C  2.234  6.475  -0.716  -0.1138
C  -2.401  1.584  2.729  -0.2099
C  0.156  -2.713  2.871  -0.1332
C  -2.376  -1.536  -3.045  -0.0950
C  -0.427  3.001  2.546  -0.2210
C  1.881  -4.382  -0.709  -0.1452
C  1.074  0.843  -5.763  -0.2947
C  5.496  -2.314  1.995  -0.7089
C  3.068  0.665  -4.247  0.0305
C  -1.090  -0.152  -4.998  -0.0638
C  3.127  3.576  0.985  -0.2012
C  -4.912  -0.267  0.205  -0.0225
H  1.556  -4.040  0.268  0.0962
H  3.073  7.161  -0.747  0.0974
H  -4.471  3.474  -1.044  0.0851
H  1.034  3.732  -2.293  0.0885
H  -0.387  2.051  -2.444  -0.0830
H  -1.454  6.283  -2.203  0.0930
H  4.579  0.441  -2.741  0.1190
H  0.504  3.102  4.474  0.1192
H  -3.000  0.096  -5.933  0.1303
H  -0.149  -1.624  -0.305  -0.0839
H  -3.006  -6.053  -3.677  0.1027
H  -3.839  -5.366  0.464  0.1037
H  4.691  0.845  0.627  0.0972
H  3.135  -5.929  0.079  0.1097
H  -3.473  3.213  3.622  0.1061
H  3.653  1.271  -4.925  0.1249
H  -0.566  4.091  2.531  0.1120
H  -6.179  4.862  -2.126  0.0941
H  -3.272  1.260  2.158  0.0995
H  -4.009  -3.057  5.215  0.1326
H  -6.381  -0.822  1.642  0.1049
H  -1.705  3.973  4.884  0.1076
H  -3.165  7.659  -3.303  0.0961
H  1.150  -2.752  2.439  0.0905
H  2.270  4.232  0.995  0.1011
H  2.950  5.280  -2.348  0.1012
H  -0.655  5.940  0.958  0.1007
H  1.267  7.478  0.915  0.0998
H  -5.539  6.962  -3.267  0.0940
H  -0.113  1.509  4.083  0.0598
H  3.119  -5.512  -4.181  0.1023
H  1.542  -3.633  -4.002  0.0995
H  -2.853  -2.095  -2.254  0.1105
H  -5.605  0.259  -0.437  0.1123
H  -3.225  2.792  0.710  0.0692
H  0.522  2.792  2.038  0.0527
H  6.281  2.979  1.309  0.1072
H  -3.179  0.187  -1.004  0.0780
H  -1.603  2.449  5.744  0.1046
H  -4.195  -1.095  -4.069  0.1220
H  -1.598  -3.558  5.634  0.1239
H  -4.371  -6.512  -1.662  0.1020
H  3.093  -0.920  -1.261  0.0515
H  -2.018  1.453  -1.927  -0.0877
H  0.740  -3.613  4.743  0.1155
H  -2.515  4.202  1.475  0.0903
H  -1.197  -4.398  -3.590  0.1018
H  4.659  4.942  1.465  0.1490
H  3.912  -6.671  -2.149  0.1040
H  -3.490  1.743  4.578  0.1054
H  -2.015  -3.709  0.548  0.0717
H  -1.882  0.675  3.053  0.1087

Cartesian forces (eV/Å) of the 6 atoms listed first:
Rb -0.984 1.025 -0.823
Ge -0.344 -0.374 -0.195
Cl 0.299 -0.056 0.833
Cl 0.005 0.016 -0.007
Cl 0.071 0.183 0.009
Cl 0.014 -0.023 -0.018

Computed properties:
* Kohn-Sham gap: 4.329 eV
* HOMO: -5.6 eV
* LUMO: -0.047 hartree
* F_max: 1.64 eV Å⁻¹